No. 1
# C19H58O16

A cluster of 10 separate species, C19H58O16 in total in a non-equilibrium geometry (the ωB97M-V functional and the def2-TZVPD basis, OMol25).

## Properties
structure (SMILES) = OCCO.OCCO.OCCO.OCCO.OCCO.OCCO.CCO.CCO.CCO.CO
HOMO energy = -0.3510 Eh
frontier orbital gap = 9.92 eV
F_max = 0.025 Eh/bohr

The geometry in XYZ format:
```
93
C19H58O16 the ωB97M-V functional and the def2-TZVPD basis
O 1.93 -0.55 -5.65
C 0.98 -0.59 -4.58
C 1.73 -0.65 -3.30
O 2.51 -1.84 -3.22
H 1.44 -0.53 -6.48
H 0.37 0.33 -4.61
H 0.26 -1.41 -4.69
H 1.02 -0.68 -2.48
H 2.35 0.24 -3.16
H 3.42 -1.61 -3.42
O 0.60 3.24 -1.25
C 2.01 3.29 -1.29
C 2.62 3.08 0.08
O 4.04 2.98 0.03
H 0.34 2.31 -1.13
H 2.42 2.58 -2.02
H 2.30 4.28 -1.67
H 2.22 2.16 0.52
H 2.28 3.86 0.77
H 4.41 3.87 0.02
O 4.90 3.42 5.17
C 3.68 3.07 4.54
C 3.96 1.94 3.59
O 2.74 1.53 3.01
H 4.92 4.36 5.33
H 2.92 2.76 5.26
H 3.30 3.92 3.95
H 4.44 1.12 4.15
H 4.70 2.25 2.84
H 2.90 0.68 2.58
O -1.33 -2.08 4.21
C -2.58 -1.43 4.44
C -3.49 -1.80 3.30
O -4.66 -0.99 3.39
H -0.71 -1.82 4.90
H -3.00 -1.74 5.40
H -2.45 -0.34 4.45
H -3.76 -2.86 3.31
H -2.94 -1.60 2.37
H -5.07 -0.95 2.52
O -0.30 -6.18 0.86
C 0.08 -4.97 0.26
C 0.37 -3.87 1.25
O -0.83 -3.20 1.63
H -1.08 -6.01 1.40
H 0.96 -5.13 -0.36
H -0.68 -4.62 -0.46
H 1.13 -3.16 0.93
H 0.82 -4.35 2.13
H -0.88 -3.11 2.59
O -4.27 -1.93 -3.70
C -3.00 -2.57 -3.70
C -2.29 -2.15 -2.43
O -1.91 -0.79 -2.49
H -4.61 -1.95 -4.60
H -3.10 -3.66 -3.76
H -2.39 -2.21 -4.54
H -1.41 -2.76 -2.26
H -3.01 -2.27 -1.61
H -2.55 -0.26 -3.00
C -3.23 1.38 1.24
C -2.17 2.33 1.71
O -2.66 3.68 1.56
H -2.83 0.37 1.12
H -3.65 1.73 0.29
H -4.06 1.34 1.95
H -1.23 2.20 1.17
H -1.99 2.22 2.78
H -1.95 4.28 1.81
C -2.69 3.02 -2.26
C -3.68 2.35 -3.19
O -3.05 1.30 -3.95
H -3.16 3.78 -1.64
H -1.92 3.55 -2.83
H -2.17 2.29 -1.64
H -4.09 3.09 -3.88
H -4.48 1.87 -2.63
H -2.65 1.66 -4.74
C 4.22 -1.59 -0.26
C 3.57 -0.52 0.58
O 2.82 -1.08 1.66
H 3.46 -2.29 -0.63
H 4.93 -2.19 0.32
H 4.73 -1.22 -1.15
H 2.92 0.12 0.00
H 4.35 0.14 0.99
H 3.31 -1.84 1.99
C -0.10 -0.24 0.35
O -0.48 0.72 -0.62
H -0.88 -0.55 1.04
H 0.37 -1.11 -0.12
H 0.68 0.24 0.95
H -1.02 0.31 -1.32
```

***

No. 2
# C19H59N21O11

A cluster of 11 separate species, C19H59N21O11 in total in a non-equilibrium geometry (the ωB97M-V functional and the def2-TZVPD basis, OMol25).

## Properties
structure (SMILES) = CC1(C)CCCC(C)(C)N1O.NC(N)=O.NC(N)=O.NC(N)=O.NC(N)=O.NC(N)=O.NC(N)=O.NC(N)=O.NC(N)=O.NC(N)=O.NC(N)=O
HOMO energy = -0.2855 Eh
frontier orbital gap = 7.31 eV
F_max = 0.175 Eh/bohr

The geometry in XYZ format:
```
110
C19H59N21O11 the ωB97M-V functional and the def2-TZVPD basis
C 4.29 -0.75 -35.19
C 4.22 -1.29 -36.63
C 5.62 -1.56 -37.32
C 3.41 -2.62 -36.62
C 2.94 -3.08 -38.02
C 2.07 -1.99 -38.58
C 2.90 -0.68 -38.73
C 3.94 -0.79 -39.87
C 1.95 0.40 -39.01
N 3.53 -0.30 -37.45
O 4.06 0.96 -37.55
H 5.01 0.07 -35.23
H 3.40 -0.24 -34.84
H 4.41 -1.51 -34.43
H 6.21 -2.18 -36.64
H 5.33 -2.16 -38.18
H 6.23 -0.69 -37.59
H 3.93 -3.32 -35.96
H 2.49 -2.45 -36.06
H 3.80 -3.41 -38.61
H 2.17 -3.84 -37.95
H 1.23 -1.95 -37.88
H 1.80 -2.25 -39.61
H 4.82 -0.16 -39.77
H 3.56 -0.27 -40.75
H 4.20 -1.84 -40.01
H 1.39 0.69 -38.12
H 1.21 0.06 -39.73
H 2.44 1.27 -39.45
H 3.61 1.49 -36.87
N 3.27 6.98 -30.56
C 3.98 7.09 -31.64
N 5.18 7.53 -31.30
O 3.56 6.61 -32.75
H 2.31 6.70 -30.70
H 3.72 7.26 -29.70
H 5.89 7.39 -32.00
H 5.32 8.16 -30.53
N 0.91 -3.53 -28.94
C 1.51 -4.70 -28.98
N 0.69 -5.64 -29.13
O 2.71 -4.98 -29.12
H -0.06 -3.60 -29.22
H 1.28 -2.60 -29.10
H -0.30 -5.52 -28.99
H 1.06 -6.58 -29.20
N 4.09 7.94 -24.64
C 2.74 7.92 -24.49
N 2.14 8.75 -25.19
O 2.19 7.13 -23.78
H 4.63 8.61 -25.17
H 4.67 7.37 -24.04
H 1.13 8.70 -25.22
H 2.58 9.46 -25.75
N 2.98 1.97 -19.62
C 2.05 1.61 -18.83
N 0.96 1.34 -19.46
O 2.28 1.60 -17.65
H 3.09 1.47 -20.49
H 3.69 2.45 -19.08
H 0.82 1.35 -20.46
H 0.15 1.39 -18.85
N 14.92 0.88 -19.23
C 14.04 0.42 -20.06
N 13.35 1.40 -20.61
O 13.84 -0.73 -20.44
H 14.89 1.88 -19.10
H 15.37 0.10 -18.77
H 12.53 1.15 -21.14
H 13.67 2.36 -20.59
N -0.51 2.93 -27.11
C -1.62 2.52 -26.54
N -2.63 2.84 -27.31
O -1.55 1.83 -25.50
H -0.65 3.53 -27.92
H 0.25 2.88 -26.45
H -3.53 2.77 -26.86
H -2.51 3.59 -27.98
N 8.57 7.50 -18.63
C 8.99 6.36 -19.14
N 9.31 5.43 -18.28
O 9.37 6.34 -20.31
H 8.26 7.48 -17.66
H 8.30 8.25 -19.25
H 10.01 4.84 -18.70
H 8.90 5.37 -17.36
N 16.32 8.51 -21.78
C 15.24 7.80 -21.72
N 14.48 8.07 -22.72
O 15.03 6.94 -20.87
H 16.94 8.37 -22.56
H 16.79 8.41 -20.89
H 13.55 7.68 -22.63
H 14.84 8.81 -23.30
N 6.49 2.39 -27.48
C 6.99 2.35 -26.27
N 8.03 3.10 -26.14
O 6.53 1.64 -25.35
H 5.85 1.64 -27.70
H 6.85 3.06 -28.15
H 8.39 3.13 -25.20
H 8.17 3.82 -26.83
N 5.59 -3.60 -21.81
C 5.46 -4.65 -22.55
N 6.21 -4.60 -23.62
O 4.81 -5.65 -22.25
H 6.23 -2.84 -21.98
H 4.98 -3.58 -21.01
H 6.26 -3.64 -23.93
H 6.25 -5.31 -24.32
```

***

No. 3
# C19H60O15

A cluster of 11 separate species, C19H60O15 in total in a non-equilibrium geometry (the ωB97M-V functional and the def2-TZVPD basis, OMol25).

## Properties
structure (SMILES) = OCCO.OCCO.OCCO.OCCO.CCO.CCO.CCO.CCO.CO.CO.CO
HOMO energy = -0.3449 Eh
frontier orbital gap = 9.12 eV
F_max = 0.087 Eh/bohr

The geometry in XYZ format:
```
94
C19H60O15 the ωB97M-V functional and the def2-TZVPD basis
O -4.56 0.04 4.09
C -3.98 1.34 3.72
C -2.63 1.05 2.98
O -2.78 0.91 1.55
H -4.91 0.05 4.99
H -4.72 2.00 3.25
H -3.69 1.88 4.62
H -2.08 0.23 3.45
H -1.84 1.78 3.13
H -3.01 -0.01 1.42
O 2.41 -2.44 -1.94
C 2.53 -3.86 -1.71
C 2.58 -4.82 -2.98
O 3.28 -4.29 -4.04
H 2.51 -2.01 -1.08
H 3.49 -3.92 -1.20
H 1.86 -4.28 -0.97
H 1.53 -4.98 -3.18
H 3.12 -5.73 -2.73
H 3.09 -3.35 -4.00
O -0.02 -1.22 -0.69
C -0.46 -0.09 0.01
C 0.53 0.74 0.84
O 1.42 1.38 -0.06
H 0.37 -1.82 -0.04
H -0.92 0.54 -0.74
H -1.17 -0.48 0.74
H 1.09 0.30 1.67
H -0.12 1.51 1.25
H 2.16 0.82 -0.30
O -4.83 -0.23 -2.45
C -3.98 -0.42 -1.43
C -3.11 -1.71 -1.71
O -3.71 -3.01 -1.87
H -4.54 -0.75 -3.21
H -3.39 0.48 -1.27
H -4.72 -0.71 -0.68
H -2.51 -1.76 -0.79
H -2.27 -1.54 -2.38
H -3.03 -3.69 -1.81
C 0.73 -0.15 -4.44
C 2.17 -0.54 -4.75
O 2.56 -0.27 -6.09
H 0.53 0.82 -4.88
H 0.28 -0.24 -3.44
H 0.04 -0.78 -5.00
H 2.37 -1.58 -4.51
H 2.70 0.00 -3.96
H 2.43 0.67 -6.21
C -1.60 -5.26 1.28
C -1.38 -3.75 1.54
O -0.26 -3.81 2.48
H -0.80 -5.70 0.68
H -2.55 -5.33 0.74
H -1.67 -5.85 2.19
H -2.35 -3.35 1.84
H -1.24 -3.44 0.51
H -0.56 -3.88 3.39
C -1.68 5.17 0.59
C -2.61 3.97 0.14
O -3.60 3.83 1.14
H -2.17 6.12 0.80
H -0.86 5.24 -0.13
H -1.24 4.75 1.49
H -1.96 3.10 0.00
H -3.06 4.24 -0.82
H -3.76 2.89 1.23
C 1.57 3.24 -2.78
C 1.06 4.34 -1.94
O 2.23 4.88 -1.40
H 2.20 3.74 -3.53
H 0.66 2.78 -3.16
H 2.23 2.65 -2.14
H 0.53 3.86 -1.12
H 0.37 4.96 -2.52
H 2.20 4.69 -0.46
C 2.32 3.50 2.74
O 2.10 3.63 1.26
H 2.35 4.50 3.18
H 1.38 3.09 3.10
H 3.16 2.87 3.02
H 1.90 2.76 0.93
C 2.37 -0.02 4.61
O 1.04 0.48 4.40
H 3.08 -0.16 3.80
H 2.84 0.55 5.41
H 2.22 -1.04 4.96
H 0.48 0.21 5.13
C 4.00 -1.51 1.10
O 2.80 -1.81 0.60
H 4.04 -1.77 2.16
H 4.70 -2.05 0.47
H 4.09 -0.44 0.93
H 2.61 -2.66 1.00
```

***

M readings, ordered: 542.66 757.82 528.67 g/mol
DFT total energy readings, ordered: -53399.8938 -74475.0117 -51379.7867 eV
Relative energy (zero: lowest compared OMol25 entry of this formula, charge and spin) readings, ordered: 0.00 240.73 0.00 kcal per mole